17
Properties=species:S:1:pos:R:3:mulliken_charge:R:1 method="wB97M-V/def2-TZVPD" total_energy_ha=-611.86226 spin_multiplicity=2 orbital_gap_ha="0.2093 / 0.2657" fmax_ev_per_a=0.822 de_lowest_kcal_mol=42.9 charge=-1 lumo_energy_ev="4.2 / 4.0"
C -1.913 -0.570 1.446 -1.12
C -0.493 -0.079 1.768 -0.55
S -0.301 1.670 1.323 -0.67
H -2.020 -0.548 0.360 0.28
H -2.640 0.158 1.818 0.36
H -2.122 -1.536 1.923 0.29
H 0.280 -0.691 1.307 0.38
H -0.288 -0.145 2.847 0.28
C 1.256 0.018 -1.951 0.13
C 0.603 -1.122 -1.731 -0.72
N 0.842 1.332 -1.735 -0.46
H 2.256 -0.090 -2.368 0.19
H 1.133 -2.039 -1.931 0.21
H -0.392 -1.169 -1.304 0.19
H 1.590 1.986 -1.901 0.31
H 0.491 1.481 -0.755 -0.01
H 1.720 1.345 0.884 -0.08